1.
Computed, not measured: a 2-piece molecular cluster, C4H8O3 overall in a non-equilibrium geometry, with ωB97M-V/def2-TZVPD.

The energy relative to the best compared isomer or geometry (same formula, charge and spin) is 5.3925 eV. For the HOMO-LUMO gap (alpha / beta), the calculation gives 8.38 / 8.26 eV. The value obtained for the LUMO energy (alpha / beta) is -0.985 / -1.015 eV. For the total energy, the calculation gives -382.7666 hartree. For the HOMO energy (alpha / beta), the calculation gives -0.3440 / -0.3407 Ha.

Geometry (Å):
C1 -2.3324 0.6740 -0.6595
O1 -1.2077 0.1815 0.0632
C2 -0.3720 -0.9822 1.4461
C3 0.6600 -0.8450 0.3991
O2 0.4686 -1.2542 -0.7159
O3 1.6903 -0.0540 0.7467
C4 2.3731 0.4593 -0.4041
H1 -2.8489 -0.0419 -1.3293
H2 -1.8918 1.4493 -1.3290
H3 -3.0932 1.1819 -0.0623
H4 -0.0770 -0.6730 2.4699
H5 -0.9762 -1.8778 1.4318
H6 2.6741 -0.3509 -1.0701
H7 1.6951 1.1233 -0.9486
H8 3.2380 1.0097 -0.0381

Atomic charges from the Mulliken analysis, expressed in e, are listed below: -0.6789 -0.4329 -0.3903 0.8926 -0.5026 -0.3623 -0.6012 0.2671 0.2224 0.2462 0.2764 0.2848 0.2854 0.2626 0.2308


2.
Computed, not measured: an isolated ion of composition C4H8NO2 and charge +1 in a non-equilibrium geometry, with ωB97M-V/def2-TZVPD.

The energy relative to the best compared isomer or geometry (same formula, charge and spin) is 1.9390 eV. For the HOMO-LUMO gap, the calculation gives 10.27 eV. The value obtained for the LUMO energy is -5.666 eV. The SMILES is C[N+](C)=C(O)C=O. For the total energy, the calculation gives -362.1422 hartree. The total charge is +1. For the HOMO energy, the calculation gives -0.5856 Ha.

Geometry (Å):
C1 1.3156 1.2404 -0.0117
N1 0.4311 0.1154 0.0167
C2 1.0560 -1.2057 0.0554
C3 -0.8637 0.2902 -0.0217
O1 -1.4249 1.4324 -0.0927
C4 -1.9179 -0.8304 0.0146
O2 -3.0009 -0.3492 0.1990
H1 2.0241 1.1596 0.7077
H2 0.8074 2.1543 0.1243
H3 1.7466 1.1808 -0.9249
H4 1.4366 -1.4569 1.1408
H5 2.0081 -1.1624 -0.6827
H6 0.4646 -1.9048 -0.3925
H7 -2.4274 1.2673 0.0261
H8 -1.6553 -1.9310 -0.1584

Atomic charges from the Mulliken analysis, expressed in e, are listed below: -1.1162 0.0047 -0.9942 0.8277 -0.5001 0.1468 -0.4196 0.4059 0.3827 0.4658 0.2987 0.3140 0.4630 0.4456 0.2754


3.
Computed, not measured: C33H30BrN7O3RuSSi as an isolated structure in a non-equilibrium geometry, with ωB97M-V/def2-TZVPD.

As for the expectation value of S²: 0.8558. The energy relative to the best compared isomer or geometry (same formula, charge and spin) is 0.9084 eV. As for the spin multiplicity: 2. For the HOMO-LUMO gap (alpha / beta), the calculation gives 6.16 / 6.03 eV. The value obtained for the LUMO energy (alpha / beta) is 1.385 / 1.376 eV. For the total energy, the calculation gives -5241.3092 hartree. The total charge is -1. For the HOMO energy (alpha / beta), the calculation gives -0.1754 / -0.1709 Ha.

Geometry (Å):
Ru1 0.5265 0.8542 -0.4688
C1 -0.6801 4.9881 0.8567
C2 -0.3946 3.8104 -0.0225
N1 -0.1486 2.6343 0.4261
N2 -0.2209 2.4805 1.8076
C3 -0.2496 1.2151 2.1306
O1 -0.2132 0.2284 1.3132
C4 -0.3064 0.8925 3.5861
C5 -0.2112 -0.4363 3.9833
C6 -0.2342 -0.7657 5.3310
C7 -0.3558 0.2309 6.2881
C8 -0.4540 1.5596 5.8937
C9 -0.4304 1.8903 4.5488
C10 -0.4438 4.0049 -1.4922
C11 -0.3159 5.2666 -2.0701
C12 -0.4168 5.3742 -3.4474
C13 -0.6396 4.2319 -4.1974
C14 -0.7443 3.0187 -3.5299
N3 -0.6619 2.9110 -2.2139
H1 -0.7568 4.6806 1.8934
H2 -1.6020 5.4828 0.5461
H3 0.1323 5.7139 0.7634
H4 -0.1115 -1.1977 3.2219
H5 -0.1549 -1.8022 5.6341
H6 -0.3722 -0.0245 7.3405
H7 -0.5481 2.3406 6.6380
H8 -0.4989 2.9202 4.2268
H9 -0.1238 6.1402 -1.4634
H10 -0.3145 6.3394 -3.9274
H11 -0.7156 4.2703 -5.2756
H12 -0.8780 2.0898 -4.0739
Br1 -6.3754 -6.9846 0.9045
C15 -4.9078 -6.6520 -0.2530
C16 -3.7719 -6.0317 0.2438
C17 -2.7032 -5.7772 -0.5971
C18 -2.7621 -6.1464 -1.9497
C19 -3.9088 -6.8048 -2.4169
C20 -4.9827 -7.0443 -1.5827
N4 -1.7072 -6.0245 -2.8443
N5 -0.7736 -5.1527 -2.6732
C21 -0.9669 -3.8693 -2.2870
C22 -2.1867 -3.1699 -2.3912
C23 -2.3151 -1.8386 -2.0524
C24 -1.2164 -1.1003 -1.5723
O2 -1.2695 0.1371 -1.2434
C25 0.0454 -1.7994 -1.4814
N6 1.0815 -1.0520 -1.0301
C26 2.2897 -1.5625 -0.9673
C27 2.5310 -2.8925 -1.3437
C28 1.4942 -3.6784 -1.7741
C29 0.1976 -3.1349 -1.8576
H13 -3.7211 -5.7469 1.2860
H14 -1.8187 -5.2960 -0.2020
H15 -3.9312 -7.1165 -3.4530
H16 -5.8689 -7.5380 -1.9572
H17 -3.0484 -3.6974 -2.7785
H18 -3.2622 -1.3269 -2.1613
H19 3.0610 -0.8946 -0.6058
H20 3.5390 -3.2794 -1.2895
H21 1.6464 -4.7086 -2.0671
C30 3.0168 3.8737 0.3661
Si1 3.2761 2.1503 1.0816
C31 5.0174 1.5879 0.6538
C32 3.1643 2.2678 2.9540
O3 2.2368 1.0851 0.4616
H22 3.9139 4.4938 0.4463
H23 2.2059 4.3869 0.8893
H24 2.7514 3.7944 -0.6921
H25 5.7734 2.2814 1.0328
H26 5.1360 1.5116 -0.4303
H27 5.2196 0.6029 1.0841
H28 4.0082 2.8365 3.3574
H29 3.1737 1.2771 3.4166
H30 2.2401 2.7667 3.2538
S1 3.1828 1.2329 -4.4515
C33 2.2536 1.3060 -3.1107
N7 1.5808 1.3856 -2.1618

Atomic charges from the Mulliken analysis, expressed in e, are listed below: -0.1523 -1.8178 0.4476 1.2122 -0.4937 0.0996 -0.6678 0.5654 -0.4997 -0.6756 -0.3652 -0.7516 -0.0442 0.6950 -0.8005 -0.5027 -0.8499 -0.0367 0.0880 0.2715 0.4807 0.3473 0.4514 0.3919 0.3707 0.3875 0.3553 0.3198 0.4064 0.3763 0.4345 -0.2218 0.1187 -0.5510 0.0286 0.0295 -0.2494 -0.4290 -0.9083 -0.1551 -0.2512 -0.3307 -1.0716 0.9454 -0.5003 0.1155 0.1919 -0.3006 -1.0104 -0.4120 0.8548 0.3994 0.3772 0.4081 0.3958 0.4468 0.4557 0.5480 0.4201 0.4953 -0.9196 0.2011 -1.1754 -1.0858 0.1761 0.5343 0.0702 0.2052 0.3596 0.2921 0.2830 0.3955 0.2662 0.2197 -0.4847 0.6288 -0.8490


Q: Look up the energy relative to the best compared isomer or geometry (same formula, charge and spin) of the third one.
A: 0.9084 eV